No. 1
Here is one molecule with the formula C2H3F3Si at a distorted geometry from the Open Molecules 2025 dataset. Energies are from ωB97M-V/def2-TZVPD.

The value obtained for the largest force on an atom is 4.99 eV Å⁻¹. As for the net charge: 0. The lowest unoccupied orbital energy comes out at 0.50 eV. As for the SMILES: C=C[Si](F)(F)F. The spin multiplicity is 1. The gap between HOMO and LUMO is 11.38 eV.

Geometry as XYZ:
```
9
Properties=species:S:1:pos:R:3:forces:R:3
C 1.626 0.163 0.420 0.682 -0.626 -3.769
C 0.738 0.029 -0.555 -2.110 0.444 0.141
Si -1.395 -0.216 -0.070 1.397 1.142 -1.181
F -1.989 -1.333 0.899 0.953 -0.540 -0.693
F -2.018 1.011 0.719 0.616 0.573 -0.186
F -2.187 -0.224 -1.471 0.669 -0.375 0.770
H 2.689 0.156 0.261 0.342 0.525 -0.529
H 1.391 0.152 1.371 -1.389 -0.272 4.788
H 1.145 0.262 -1.575 -1.159 -0.871 0.660
```
Forces are in eV/Å.

***

No. 2
Here is C7H12O2 as an isolated structure at a distorted geometry from the Open Molecules 2025 dataset. Energies are from ωB97M-V/def2-TZVPD.

The value obtained for the largest force on an atom is 1.99 eV Å⁻¹. As for the net charge: 0. The lowest unoccupied orbital energy comes out at 0.69 eV. The spin multiplicity is 1. The gap between HOMO and LUMO is 9.06 eV.

Geometry as XYZ:
```
21
Properties=species:S:1:pos:R:3:forces:R:3
C -0.154 0.035 -1.779 0.071 -0.910 -0.022
C -0.028 -0.717 0.050 0.351 0.767 -1.763
C -1.474 0.717 -2.056 0.094 -0.036 0.146
C 1.221 -1.542 0.103 -0.100 0.097 0.076
H -0.046 -0.929 -2.267 0.008 -0.008 0.033
H 0.724 0.633 -2.027 0.003 0.068 0.154
H 0.079 0.350 -0.422 -0.388 -0.681 1.303
H -0.961 -1.274 0.005 -0.026 0.540 -0.006
H -1.529 0.979 -3.116 0.022 0.020 0.062
H 1.262 -2.327 -0.655 0.071 -0.007 -0.072
H 2.110 -0.915 0.038 0.045 -0.043 -0.034
H -1.580 1.621 -1.459 -0.071 0.023 -0.026
H -2.311 0.058 -1.828 0.001 0.018 0.027
H 1.235 -2.028 1.082 0.041 0.011 -0.007
C -0.470 0.460 1.709 -1.191 0.605 1.471
O -0.556 -0.623 2.609 0.165 0.279 -0.549
C 0.821 1.139 1.904 0.501 -0.079 -0.537
C 1.871 1.723 1.932 -0.444 -0.199 -0.015
O -1.489 1.112 1.448 0.680 -0.593 -0.181
H -1.505 -0.735 2.770 0.047 0.071 -0.139
H 2.783 2.262 1.960 0.121 0.057 0.079
```
Forces are in eV/Å.

***

No. 3
Here is a 2-piece molecular cluster, C5H14NSe overall at a distorted geometry from the Open Molecules 2025 dataset. Energies are from ωB97M-V/def2-TZVPD.

The value obtained for the largest force on an atom is 4.96 eV Å⁻¹. As for the net charge: +1. The lowest unoccupied orbital energy comes out at -4.66 eV. The spin multiplicity is 1. The gap between HOMO and LUMO is 8.90 eV.

Geometry as XYZ:
```
21
Properties=species:S:1:pos:R:3:forces:R:3
C -0.829 -1.462 2.606 -1.933 -1.049 1.067
C -0.450 -0.476 -2.430 0.852 -0.441 -2.701
C -1.528 0.882 -0.548 -0.652 -2.198 -2.303
C 3.068 1.850 -0.103 0.822 -1.169 4.745
C 0.998 0.389 -0.751 0.578 0.321 -0.361
N -0.376 0.051 -1.025 -1.704 -3.769 1.087
Se 1.174 1.998 -0.043 0.168 0.237 0.373
H -0.985 -0.704 1.870 -1.050 0.647 -0.185
H -1.101 -1.271 3.677 -0.323 0.080 -1.364
H -1.075 -2.478 2.269 -0.817 0.451 0.096
H 0.264 -1.388 -2.439 -0.573 2.097 -0.432
H -1.399 -0.968 -2.780 0.316 1.029 1.164
H -0.223 0.419 -3.201 -0.141 -2.320 1.894
H -1.714 1.647 -1.229 0.561 2.112 -0.715
H -2.493 0.400 -0.624 0.052 -1.136 0.064
H -1.355 1.050 0.435 0.436 1.362 2.874
H 3.427 0.843 0.123 -0.727 -0.319 -0.882
H 3.366 2.214 -0.988 1.378 1.271 -3.064
H 3.577 2.307 0.773 -0.701 0.789 -0.747
H 0.169 -1.538 2.603 4.153 -0.126 0.352
H -0.337 -0.905 -0.460 -0.696 2.132 -0.964
```
Forces are in eV/Å.

***

No. 4
Here is C17H22N9OPSc as an isolated structure from the Open Molecules 2025 dataset. Energies are from ωB97M-V/def2-TZVPD.

The value obtained for the largest force on an atom is 0.12 eV Å⁻¹. As for the net charge: +3. The lowest unoccupied orbital energy comes out at -9.07 eV. The spin multiplicity is 1. The gap between HOMO and LUMO is 8.65 eV.

Geometry as XYZ:
```
51
Properties=species:S:1:pos:R:3:forces:R:3
Sc -0.782 -0.046 -0.335 -0.118 -0.037 -0.006
C 2.586 4.264 0.662 -0.012 -0.016 -0.003
N 1.399 3.544 0.181 -0.001 -0.013 -0.004
C 0.344 4.155 -0.441 -0.028 0.013 -0.019
C -0.557 3.181 -0.742 0.001 -0.016 0.011
N -0.058 1.978 -0.307 0.065 -0.009 0.019
C 1.137 2.227 0.253 -0.007 0.079 -0.024
P 2.239 0.980 1.008 0.029 -0.037 -0.007
C 2.234 -0.237 -0.367 -0.014 0.042 0.019
N 1.161 -0.703 -1.027 -0.055 -0.010 -0.012
C 1.630 -1.550 -2.003 0.017 -0.006 0.024
C 2.988 -1.596 -1.921 -0.014 0.003 -0.034
N 3.350 -0.767 -0.895 0.000 -0.001 0.015
C 4.737 -0.528 -0.464 -0.010 -0.002 -0.004
C 1.000 0.176 2.098 -0.008 -0.021 0.010
N -0.212 -0.276 1.731 -0.018 -0.027 -0.046
C -0.815 -0.771 2.864 0.001 0.059 -0.002
C 0.035 -0.608 3.912 -0.006 -0.059 0.006
N 1.168 -0.019 3.417 -0.006 0.022 -0.012
C 2.347 0.292 4.237 -0.018 0.011 -0.002
H 2.284 4.983 1.419 0.003 0.004 -0.001
H 3.051 4.779 -0.175 0.002 0.006 0.005
H 3.292 3.559 1.090 0.001 0.002 0.003
H 0.322 5.218 -0.615 0.010 0.000 0.002
H -1.512 3.265 -1.232 -0.001 0.005 0.001
H 0.980 -2.054 -2.699 -0.001 -0.005 0.003
H 3.714 -2.135 -2.505 0.005 0.005 0.002
H 5.398 -1.020 -1.169 0.003 0.003 0.000
H 4.895 -0.946 0.527 0.004 0.000 0.000
H 4.948 0.538 -0.465 0.002 0.000 0.001
H -1.807 -1.191 2.861 -0.003 0.002 0.004
H -0.071 -0.857 4.955 0.012 -0.003 0.000
H 2.014 0.753 5.163 0.005 0.002 0.002
H 2.992 0.983 3.705 0.007 -0.007 -0.002
H 2.888 -0.626 4.457 -0.001 0.002 0.005
C -5.092 0.250 -2.341 0.009 -0.010 0.007
N -4.265 -0.915 -1.952 -0.004 -0.004 -0.005
C -4.680 -2.204 -2.166 0.007 -0.008 0.007
C -3.919 -3.261 -1.817 0.001 0.015 0.004
C -2.655 -3.011 -1.212 -0.013 -0.006 -0.017
N -2.255 -1.735 -1.011 0.033 0.017 0.016
C -3.067 -0.721 -1.383 0.018 -0.005 0.015
O -2.614 0.455 -1.155 0.101 0.002 0.015
N -1.861 -4.001 -0.843 0.011 0.006 0.001
H -6.043 -0.121 -2.710 -0.001 0.000 -0.001
H -4.585 0.810 -3.122 -0.003 0.005 0.002
H -5.255 0.882 -1.473 -0.001 0.002 -0.001
H -5.651 -2.315 -2.628 0.000 -0.003 0.000
H -4.265 -4.269 -1.990 -0.002 0.000 -0.002
H -2.137 -4.962 -0.977 -0.003 0.000 0.001
H -0.973 -3.829 -0.402 -0.001 -0.002 0.002
```
Forces are in eV/Å.

***

No. 5
Here is a 17-piece molecular cluster, C40H62Br2Cl32N2OSi overall at a distorted geometry from the Open Molecules 2025 dataset. Energies are from ωB97M-V/def2-TZVPD.

The value obtained for the largest force on an atom is 7.89 eV Å⁻¹. As for the net charge: 0. The lowest unoccupied orbital energy comes out at -1.24 eV. The spin multiplicity is 1. The gap between HOMO and LUMO is 6.72 eV.

Geometry as XYZ:
```
140
Properties=species:S:1:pos:R:3:forces:R:3
C -8.535 -2.684 -1.314 0.709 0.570 -0.255
C -7.815 -1.217 -0.962 1.329 2.771 -0.232
C -7.946 -0.455 0.490 2.587 1.791 -3.633
C -7.133 0.992 0.643 -0.466 -2.115 -2.803
C -6.266 1.682 -0.602 -1.702 -3.411 -0.770
C -6.158 0.930 -2.073 -2.514 -2.236 3.676
C -5.381 1.516 -3.392 -0.369 -0.163 0.582
C -3.767 1.209 -3.439 3.430 1.794 -0.317
C -2.781 2.554 -3.573 0.839 -4.004 0.115
C -1.154 2.374 -3.677 -1.840 -4.661 0.234
C -0.554 0.848 -3.654 -1.608 1.567 0.367
C 1.094 0.695 -3.807 -0.102 0.501 -0.875
C 1.942 1.456 -2.626 -0.639 0.003 0.200
O 3.104 2.222 -3.182 -0.571 -0.116 2.407
Si 4.025 2.988 -1.893 1.116 0.210 0.164
C 4.947 4.619 -2.473 0.122 0.463 -0.254
C 5.452 1.843 -1.182 0.204 0.284 -0.119
C 2.959 3.514 -0.358 -1.381 0.318 -0.225
C -1.483 -0.533 -3.490 0.218 2.006 -0.029
N -0.729 -1.833 -3.457 -7.883 -0.064 0.404
C -1.740 -2.940 -3.346 0.175 1.576 -0.504
C -1.127 -4.496 -3.339 -1.263 1.560 0.705
Br 0.736 -4.405 -4.154 -1.683 -0.101 0.327
C -1.117 -4.981 -1.772 -1.261 0.919 -0.573
C -2.617 -5.537 -1.372 0.329 0.616 -0.290
Br 0.303 -6.414 -1.621 -1.267 0.808 0.525
C -3.360 -2.805 -3.270 1.636 3.864 -0.032
N -4.044 -1.467 -3.266 5.882 -1.918 -0.556
C -3.091 -0.313 -3.390 -0.025 -0.053 -0.069
C -6.961 -0.530 -2.181 0.016 1.975 2.898
H -9.676 -2.704 -1.019 2.434 0.059 -0.364
H -8.476 -2.900 -2.486 -0.072 0.723 2.556
H -7.904 -3.551 -0.812 -1.703 2.003 -0.792
H -8.590 -0.928 1.375 1.675 1.248 -2.162
H -7.252 1.515 1.706 0.457 -1.095 -2.800
H -5.738 2.722 -0.436 -1.215 -2.490 -0.359
H -5.548 2.690 -3.388 0.595 -2.489 -0.062
H -5.951 1.082 -4.344 1.447 0.819 2.053
H -3.239 3.656 -3.614 0.945 -2.842 0.128
H -0.387 3.270 -3.795 -1.945 -2.084 0.262
H 1.455 -0.413 -3.907 -1.074 2.064 0.299
H 1.362 1.223 -4.842 -0.492 -1.019 2.299
H 2.328 0.673 -1.816 -0.893 1.590 -1.681
H 1.220 2.229 -2.123 1.305 -1.568 -0.754
H 4.464 5.078 -3.447 1.170 -1.080 2.106
H 6.107 4.390 -2.631 -2.587 0.643 0.151
H 4.849 5.423 -1.607 0.227 -1.610 -1.785
H 6.415 2.006 -1.858 -1.963 -0.656 1.439
H 5.676 2.257 -0.090 -0.328 -1.040 -2.384
H 5.092 0.729 -1.140 1.074 2.304 -0.081
H 3.558 4.116 0.452 -1.036 -1.369 -1.591
H 2.124 4.249 -0.789 1.513 -1.572 1.150
H 2.450 2.544 0.071 0.836 2.075 -0.524
H -1.851 -5.192 -3.966 1.885 1.429 1.170
H -0.899 -4.046 -1.071 0.100 -2.278 -1.518
H -3.211 -5.954 -2.316 1.541 0.617 2.066
H -2.515 -6.314 -0.504 -0.175 1.486 -2.126
H -3.263 -4.627 -0.957 1.533 -1.945 -1.029
H -4.014 -3.782 -3.180 1.400 2.364 -0.227
H -6.886 -1.081 -3.218 -0.225 1.108 2.373
C -6.582 -6.865 -1.311 -0.269 -0.266 0.010
Cl -5.042 -7.569 -0.805 -0.348 -0.356 -0.058
Cl -6.373 -5.194 -1.848 0.099 -0.166 -0.127
H -6.989 -7.456 -2.136 0.210 0.201 0.165
H -7.276 -6.884 -0.467 0.263 0.106 -0.170
C -5.908 3.321 4.007 0.331 0.318 0.113
Cl -7.349 2.345 4.319 -0.183 0.153 0.066
Cl -4.887 2.570 2.775 0.166 -0.115 0.352
H -6.217 4.309 3.659 -0.019 -0.291 -0.029
H -5.336 3.417 4.933 -0.228 -0.193 -0.263
C -6.776 -0.966 5.642 -0.283 0.350 0.092
Cl -5.077 -1.450 5.588 0.045 0.015 0.064
Cl -7.812 -2.195 4.905 -0.046 0.068 0.027
H -7.074 -0.829 6.685 0.140 -0.181 -0.254
H -6.896 -0.027 5.097 0.142 -0.408 0.075
C 6.910 -2.065 -1.527 -0.230 -0.164 -0.377
Cl 8.510 -1.690 -0.877 -0.003 -0.011 0.002
Cl 5.635 -1.550 -0.416 0.127 -0.566 -0.122
H 6.782 -1.545 -2.480 0.062 -0.014 0.321
H 6.833 -3.143 -1.682 0.052 0.291 0.174
C -2.873 -4.279 2.050 -0.197 0.335 0.184
Cl -1.174 -4.763 1.995 0.050 0.057 0.000
Cl -3.909 -5.508 1.313 -0.424 0.209 0.953
H -3.171 -4.141 3.092 0.114 -0.150 -0.272
H -2.993 -3.339 1.504 0.060 -0.274 0.030
C 6.557 6.612 -5.704 0.144 0.347 -0.176
Cl 5.399 7.122 -4.470 0.189 0.474 -0.315
Cl 6.672 4.849 -5.778 0.113 -0.048 -0.085
H 6.230 6.988 -6.677 0.000 -0.173 0.273
H 7.540 7.023 -5.461 -0.279 -0.194 0.033
C -5.174 -7.483 4.668 -0.257 -0.188 0.008
Cl -3.721 -8.444 4.366 -0.094 -0.061 0.004
Cl -4.804 -5.754 4.666 -0.194 0.045 0.217
H -5.907 -7.691 3.886 0.292 0.120 0.115
H -5.585 -7.758 5.643 0.223 0.136 -0.220
C 3.370 1.241 2.715 0.134 0.212 0.127
Cl 1.929 0.265 3.028 0.280 0.379 0.012
Cl 4.391 0.491 1.483 -0.158 0.150 0.459
H 3.061 2.230 2.368 0.019 -0.307 -0.014
H 3.942 1.338 3.641 -0.124 -0.136 -0.238
C 11.971 -1.146 -1.705 -0.355 0.185 -0.017
Cl 12.664 -1.913 -3.139 -0.067 0.040 -0.059
Cl 13.033 -1.338 -0.305 -0.139 -0.046 0.151
H 11.832 -0.081 -1.903 0.151 -0.266 0.036
H 11.006 -1.609 -1.485 0.419 0.031 -0.090
C 3.672 -2.151 5.507 -0.272 -0.071 -0.318
Cl 5.176 -2.870 4.918 -0.079 0.003 -0.073
Cl 3.871 -1.512 7.143 -0.106 0.111 0.058
H 3.382 -1.335 4.839 0.145 -0.186 0.223
H 2.891 -2.915 5.516 0.274 0.163 0.078
C -1.685 -0.183 5.053 -0.058 -0.105 0.397
Cl -2.160 1.368 4.352 -0.011 -0.063 0.123
Cl -0.542 -1.032 4.005 -0.423 -0.389 0.180
H -1.214 -0.006 6.023 -0.033 0.009 -0.321
H -2.576 -0.802 5.183 0.272 0.245 -0.191
C 4.094 3.685 -8.193 0.221 -0.019 0.283
Cl 2.370 3.535 -7.833 0.027 -0.027 0.105
Cl 4.357 4.068 -9.899 0.120 0.010 -0.005
H 4.518 4.484 -7.580 -0.204 -0.202 -0.227
H 4.590 2.739 -7.960 -0.204 0.220 -0.133
C 15.386 0.668 -1.895 -0.192 -0.263 0.101
Cl 15.029 2.341 -2.340 -0.137 0.024 -0.025
Cl 17.127 0.414 -1.721 -0.018 -0.101 0.016
H 14.897 0.440 -0.945 0.257 0.183 -0.290
H 15.006 0.003 -2.675 0.167 0.216 0.143
C -3.013 5.356 4.969 0.329 -0.208 -0.158
Cl -3.796 4.797 6.452 0.131 -0.027 0.076
Cl -3.706 6.888 4.423 0.019 -0.001 -0.128
H -1.947 5.496 5.160 -0.334 0.031 0.037
H -3.153 4.604 4.188 -0.070 0.162 0.186
C -4.425 5.847 0.568 0.099 0.362 0.174
Cl -5.866 4.871 0.881 -0.225 0.600 -0.158
Cl -3.404 5.096 -0.664 0.048 0.010 0.017
H -4.734 6.835 0.221 0.031 -0.329 0.016
H -3.853 5.943 1.494 -0.143 -0.136 -0.231
C 3.678 -0.733 10.818 0.274 -0.195 -0.160
Cl 2.895 -1.292 12.301 0.072 -0.084 -0.014
Cl 2.985 0.799 10.272 0.074 -0.004 -0.098
H 4.744 -0.593 11.009 -0.332 0.050 0.029
H 3.538 -1.485 10.037 -0.091 0.217 0.232
```
Forces are in eV/Å.

***

No. 6
Here is C8H11CeN2O3 as an isolated structure at a distorted geometry from the Open Molecules 2025 dataset. Energies are from ωB97M-V/def2-TZVPD.

The value obtained for the largest force on an atom is 2.79 eV Å⁻¹. As for the net charge: +1. The lowest unoccupied orbital energy (alpha / beta) comes out at -4.85 / -4.85 eV. The spin multiplicity is 1. The gap between HOMO and LUMO (alpha / beta) is 8.16 / 8.15 eV.

Geometry as XYZ:
```
25
Properties=species:S:1:pos:R:3:forces:R:3
Ce 0.379 0.195 0.359 -0.184 -1.673 0.966
C -0.311 0.589 2.858 -0.180 0.116 0.414
C -1.025 1.560 2.121 -0.203 0.148 0.225
C -1.985 0.893 1.340 -0.252 0.045 0.088
C -1.856 -0.492 1.584 -0.288 -0.040 0.194
C -0.832 -0.675 2.536 -0.274 -0.136 0.314
H 0.453 0.787 3.595 0.124 -0.001 -0.069
H -0.900 2.629 2.194 0.076 0.035 -0.070
H -2.726 1.361 0.710 0.037 0.003 -0.088
H -2.500 -1.265 1.192 0.058 -0.044 -0.114
H -0.534 -1.613 2.979 0.098 -0.045 -0.077
N 0.481 -2.082 -0.805 0.051 0.168 0.043
N 1.701 -1.443 -1.197 0.294 -0.180 -0.119
C 2.709 -1.341 -0.161 -0.273 0.489 0.949
O 3.839 -1.627 -0.374 0.183 -0.096 -0.111
O 2.182 -0.770 0.934 0.838 -0.849 -0.682
H 0.634 -3.041 -0.508 -0.028 -0.075 0.079
H -0.136 -2.079 -1.609 -0.059 -0.051 -0.057
H 2.133 -1.831 -2.029 -0.094 -0.004 -0.123
C -0.434 1.700 -3.038 -0.059 0.379 -0.392
C -0.089 1.192 -1.721 -0.169 -0.375 0.413
O 0.548 1.870 -0.881 0.252 2.181 -1.726
H 0.189 2.542 -3.342 -0.041 -0.016 -0.054
H -1.476 2.039 -2.957 0.050 0.008 0.003
H -0.444 0.902 -3.778 0.042 0.010 -0.005
```
Forces are in eV/Å.